Record 1
The following is a DFT calculation (ωB97M-V/def2-TZVPD) of 2 unconnected molecules or ions with the total composition S2.

The HOMO energy is -9.41 eV. As for the largest force on an atom: 2.67 eV/Å. The value obtained for the gap between HOMO and LUMO is 4.1 eV.

ORCA input file:
```
! wB97M-V def2-TZVPD RIJCOSX def2/J DEFGRID3
* xyz 0 1
S -0.27 0.58 1.69
S 0.27 -0.58 -1.69
*
```

=====

Record 2
The following is a DFT calculation (ωB97M-V/def2-TZVPD) of a single S2 molecule.

The HOMO energy is -8.54 eV. As for the largest force on an atom: 2.57 eV/Å. The value obtained for the gap between HOMO and LUMO is 5.7 eV.

ORCA input file:
```
! wB97M-V def2-TZVPD RIJCOSX def2/J DEFGRID3
* xyz 0 1
S 0.52 -0.84 0.10
S -0.52 0.84 -0.10
*
```

=====

Record 3
The following is a DFT calculation (ωB97M-V/def2-TZVPD) of a single S2 molecule.

The HOMO energy is -8.24 eV. As for the largest force on an atom: 0.30 eV/Å. The value obtained for the gap between HOMO and LUMO is 5.8 eV.

ORCA input file:
```
! wB97M-V def2-TZVPD RIJCOSX def2/J DEFGRID3
* xyz 0 1
S -0.79 0.50 -0.03
S 0.79 -0.50 0.03
*
```

=====

Record 4
The following is a DFT calculation (ωB97M-V/def2-TZVPD) of 2 unconnected molecules or ions with the total composition S2.

The HOMO energy (alpha / beta) is -17.03 / -16.25 eV. As for the expectation value of S²: 0.755. As for the largest force on an atom: 5.63 eV/Å. The value obtained for the gap between HOMO and LUMO (alpha / beta) is 5.4 / 4.9 eV.

ORCA input file:
```
! wB97M-V def2-TZVPD RIJCOSX def2/J DEFGRID3
* xyz 1 2
S -0.03 -0.05 1.43
S 0.03 0.05 -1.43
*
```

=====

Calculated ΔE to the lowest compared entry with this formula, charge and spin in order - 729.6; 12.4; 0.1; 643.6 kJ/mol